Record 1
The following is a quantum chemistry calculation of C27H41Cl3GaN3O3Si as an isolated structure in a non-equilibrium geometry, from the Open Molecules 2025 dataset.

The geometry in ORCA input format:
```
! RIJCOSX wB97M-V def2-TZVPD def2/J DEFGRID3
* xyz 0 1
C -0.735 3.810 -1.771
C -1.054 2.495 -2.393
H -0.585 4.601 -2.510
H 0.193 3.735 -1.186
H -1.537 4.112 -1.074
C -1.108 2.289 -3.721
C -0.802 3.328 -4.749
H -1.460 1.334 -4.121
H -0.199 4.161 -4.364
H -1.726 3.746 -5.173
H -0.253 2.895 -5.596
Ga 0.336 0.817 1.019
Cl -1.376 1.710 2.022
Cl 2.428 1.118 1.631
C -1.903 -2.456 0.012
O -0.724 -2.123 0.123
N -2.327 -3.577 -0.620
C -1.377 -4.542 -1.138
C -3.741 -3.887 -0.715
H -2.744 -1.847 0.413
H -0.366 -4.243 -0.853
H -1.449 -4.606 -2.231
H -1.613 -5.531 -0.729
H -4.315 -3.032 -0.335
H -3.979 -4.780 -0.120
H -4.034 -4.079 -1.756
H 1.903 1.725 -2.209
H 1.188 0.027 -4.539
C 2.682 0.956 -2.219
C 2.026 -0.539 -4.089
N 2.130 -0.308 -2.658
H 3.054 0.839 -1.204
C 1.834 -1.288 -1.751
O 1.915 -1.156 -0.534
H 1.842 -1.611 -4.272
H 1.511 -2.233 -2.244
H 3.482 1.250 -2.905
H 2.956 -0.235 -4.601
O -0.041 1.102 -0.770
C -1.279 1.397 -1.374
C -1.261 -0.793 -2.678
C -1.991 0.169 -1.985
H -0.168 -0.733 -2.645
C -1.917 -1.757 -3.445
H -1.907 1.802 -0.570
C -3.395 0.098 -1.964
H -1.331 -2.510 -3.969
C -3.305 -1.746 -3.526
C -4.043 -0.835 -2.774
H -3.950 0.819 -1.351
H -3.821 -2.447 -4.173
H -5.132 -0.849 -2.795
Si 2.349 3.903 2.823
Cl 1.097 4.064 1.132
C 4.141 3.416 2.454
C 1.167 3.209 4.101
C 2.925 5.590 3.521
H 4.263 2.838 1.533
H 4.522 2.836 3.304
H 4.753 4.327 2.355
H 3.750 6.002 2.919
H 3.336 5.453 4.536
H 2.151 6.363 3.582
H 0.590 2.362 3.695
H 0.447 4.005 4.373
H 1.716 2.904 5.010
N 0.406 -0.782 2.171
C 0.509 -1.621 2.976
C 0.528 -2.605 4.007
C 1.484 -3.640 4.007
C 1.415 -4.662 4.965
C 0.424 -4.624 5.957
C -0.487 -3.564 5.999
C -0.417 -2.549 5.045
H 2.270 -3.646 3.245
H 2.127 -5.498 4.924
H 0.366 -5.429 6.696
H -1.263 -3.538 6.767
H -1.105 -1.708 5.083
*
```

Calculated total energy ... -137102.8339 eV
Max |F| ... 4.15 eV/Å
Energy above the lowest of the compared OMol25 structures with the same formula, charge and spin ... 24.0 kcal/mol
Orbital gap ... 7.90 eV

***

Record 2
The following is a quantum chemistry calculation of C39H64CrN2O4Se2 as an isolated structure, from the Open Molecules 2025 dataset.

The geometry in ORCA input format:
```
! RIJCOSX wB97M-V def2-TZVPD def2/J DEFGRID3
* xyz -1 2
Cr 0.288 -0.919 1.029
C 0.149 -1.342 4.159
N -0.342 -1.990 2.937
C 0.092 -3.398 2.952
C -1.817 -1.933 2.897
C -2.342 -0.625 2.330
N -1.880 -0.396 0.951
C -2.099 0.996 0.546
C -1.397 2.056 1.351
C -1.965 3.320 1.316
C -1.388 4.409 1.949
C -0.205 4.170 2.639
C 0.404 2.921 2.722
C -0.204 1.823 2.062
O 0.292 0.598 2.177
C 1.719 2.765 3.496
C 2.215 4.091 4.084
C 2.812 2.235 2.562
C 1.544 1.787 4.665
C -2.055 5.782 1.876
C -2.185 6.216 0.410
C -1.257 6.855 2.619
C -3.454 5.709 2.504
C -2.645 -1.250 0.019
C -1.932 -1.630 -1.244
C -2.420 -1.364 -2.505
C -1.827 -1.940 -3.627
C -0.839 -2.893 -3.402
C -0.335 -3.215 -2.139
C -0.803 -2.448 -1.061
O -0.285 -2.507 0.167
C 0.527 -4.463 -1.914
C 1.824 -4.207 -1.139
C 0.914 -5.145 -3.229
C -0.344 -5.442 -1.105
C -2.296 -1.541 -5.025
C -3.781 -1.888 -5.200
C -1.507 -2.251 -6.126
C -2.105 -0.028 -5.203
H -0.147 -1.927 5.040
H -0.266 -0.341 4.230
H 1.236 -1.265 4.119
H -0.316 -3.908 3.836
H 1.180 -3.432 2.977
H -0.242 -3.888 2.043
H -2.226 -2.052 3.912
H -2.168 -2.785 2.316
H -2.003 0.211 2.943
H -3.441 -0.638 2.368
H -3.182 1.200 0.579
H -1.789 1.070 -0.500
H -2.891 3.442 0.760
H 0.268 4.999 3.140
H 2.413 4.833 3.307
H 3.152 3.905 4.612
H 1.508 4.517 4.800
H 2.929 2.899 1.701
H 2.572 1.235 2.208
H 3.768 2.189 3.094
H 0.762 2.131 5.348
H 2.479 1.705 5.227
H 1.285 0.802 4.291
H -1.205 6.239 -0.071
H -2.629 7.214 0.343
H -2.815 5.528 -0.154
H -0.255 6.970 2.201
H -1.159 6.620 3.681
H -1.769 7.816 2.534
H -4.076 4.972 1.995
H -3.956 6.679 2.440
H -3.387 5.423 3.555
H -3.608 -0.771 -0.201
H -2.863 -2.183 0.539
H -3.271 -0.696 -2.607
H -0.430 -3.416 -4.253
H 2.558 -3.702 -1.766
H 2.255 -5.172 -0.850
H 1.661 -3.618 -0.239
H 1.489 -4.472 -3.868
H 0.044 -5.506 -3.784
H 1.546 -6.007 -3.004
H -0.584 -5.016 -0.130
H 0.190 -6.383 -0.948
H -1.280 -5.653 -1.630
H -3.941 -2.961 -5.074
H -4.127 -1.601 -6.198
H -4.399 -1.368 -4.467
H -1.648 -3.333 -6.089
H -0.439 -2.043 -6.048
H -1.851 -1.902 -7.103
H -2.693 0.533 -4.475
H -2.417 0.282 -6.205
H -1.059 0.245 -5.060
O 5.933 -0.830 -1.944
C 4.918 0.161 -1.708
C 3.587 -0.488 -1.306
C 3.009 -1.240 -2.510
O 3.836 -2.288 -3.011
C 3.851 -1.423 -0.106
Se 2.595 -1.567 1.414
C 2.684 0.709 -0.966
Se 0.748 0.420 -1.026
H 6.778 -0.386 -2.051
H 4.766 0.751 -2.620
H 5.238 0.834 -0.904
H 2.799 -0.511 -3.306
H 2.053 -1.682 -2.235
H 4.757 -2.023 -2.897
H 4.781 -1.122 0.376
H 4.009 -2.435 -0.473
H 2.881 1.521 -1.671
H 2.945 1.064 0.028
*
```

Calculated total energy ... -211770.5990 eV
Max |F| ... 0.51 eV/Å
Orbital gap (alpha / beta) ... 6.33 / 6.54 eV

***

Record 3
The following is a quantum chemistry calculation of a 3-piece molecular cluster, CH5NO2PS overall in a non-equilibrium geometry, from the Open Molecules 2025 dataset.

The geometry in ORCA input format:
```
! RIJCOSX wB97M-V def2-TZVPD def2/J DEFGRID3
* xyz -1 1
C 0.720 0.605 -2.215
N 1.472 -1.325 2.784
O -1.639 0.735 0.550
O 0.974 0.126 0.750
P 1.481 0.139 2.181
S 1.210 1.398 -3.539
H -0.665 0.619 0.523
H -0.176 0.000 -2.238
H 1.243 0.666 -1.269
H 1.139 -2.031 2.129
H -1.909 0.208 1.307
*
```

Calculated total energy ... -26828.6849 eV
Max |F| ... 1.26 eV/Å
Energy above the lowest of the compared OMol25 structures with the same formula, charge and spin ... 56.7 kcal/mol
Orbital gap ... 7.49 eV

***

Record 4
The following is a quantum chemistry calculation of a 3-piece molecular cluster, C4H16NO3 overall in a non-equilibrium geometry, from the Open Molecules 2025 dataset.

The geometry in ORCA input format:
```
! RIJCOSX wB97M-V def2-TZVPD def2/J DEFGRID3
* xyz 1 1
C 0.594 -1.273 -0.978
O 1.328 -1.269 -2.188
C 0.389 0.160 -0.501
C -0.911 0.153 0.358
C -1.176 1.512 0.969
N 1.513 0.763 0.277
H -0.411 -1.809 -1.232
H 1.110 -2.048 -0.264
H 1.128 -2.073 -2.706
H 0.126 0.845 -1.403
H -1.761 -0.149 -0.217
H -0.921 -0.603 1.167
H -2.224 1.777 0.820
H -1.099 1.623 2.050
H -0.611 2.312 0.496
H 1.763 0.258 1.187
H 1.195 1.713 0.496
H 2.401 0.759 -0.258
H 1.959 1.470 3.333
H 0.964 0.414 3.358
O 1.485 0.928 2.757
H -1.867 -1.458 -3.025
H -2.971 -1.924 -2.203
O -2.002 -2.082 -2.296
*
```

Calculated total energy ... -12033.0295 eV
Max |F| ... 3.02 eV/Å
Energy above the lowest of the compared OMol25 structures with the same formula, charge and spin ... 37.0 kcal/mol
Orbital gap ... 10.56 eV

***

Record 5
The following is a quantum chemistry calculation of C6H9O4Zn as an isolated structure in a non-equilibrium geometry, from the Open Molecules 2025 dataset.

The geometry in ORCA input format:
```
! RIJCOSX wB97M-V def2-TZVPD def2/J DEFGRID3
* xyz 0 2
O -2.193 2.496 2.806
C -1.639 1.546 2.186
O -0.861 0.751 2.781
O -1.807 1.502 0.874
C -0.917 0.744 0.039
Zn -1.193 1.724 4.320
H -0.035 0.571 0.672
H -1.095 1.282 -0.904
C -1.394 -0.823 -0.362
C -0.278 -1.296 -1.206
H -2.325 -0.737 -0.940
H -1.460 -1.389 0.578
H -0.046 -2.361 -1.090
C 0.766 -0.456 -1.477
C 2.195 -0.915 -1.437
O 2.975 0.046 -0.741
H 0.586 0.500 -1.978
H 2.569 -1.036 -2.468
H 2.264 -1.897 -0.939
H 3.888 -0.251 -0.715
*
```

Calculated total energy ... -62972.4674 eV
Max |F| ... 3.76 eV/Å
Energy above the lowest of the compared OMol25 structures with the same formula, charge and spin ... 0.0 kcal/mol
Orbital gap (alpha / beta) ... 8.08 / 8.37 eV

***

Record 6
The following is a quantum chemistry calculation of a 2-piece molecular cluster, C3H3F4NO overall in a non-equilibrium geometry, from the Open Molecules 2025 dataset.

The geometry in ORCA input format:
```
! RIJCOSX wB97M-V def2-TZVPD def2/J DEFGRID3
* xyz 0 3
C 0.129 -1.539 0.292
C -2.004 1.403 -0.069
C 1.643 0.070 -0.352
N 0.319 -0.412 -0.168
O -1.579 1.982 -0.989
F 1.146 -2.314 0.707
F -1.009 -2.175 0.371
F -2.752 0.327 0.077
F -1.823 1.816 1.173
H 1.904 0.779 0.500
H 2.403 -0.725 -0.361
H 1.623 0.789 -1.182
*
```

Calculated total energy ... -17560.9971 eV
Max |F| ... 13.13 eV/Å
Orbital gap (alpha / beta) ... 6.18 / 8.09 eV

***

Record 7
The following is a quantum chemistry calculation of an isolated ion of composition C6H9N and charge -1 in a non-equilibrium geometry, from the Open Molecules 2025 dataset.

The geometry in ORCA input format:
```
! RIJCOSX wB97M-V def2-TZVPD def2/J DEFGRID3
* xyz -1 2
C -0.219 0.951 -1.465
C 0.176 -0.198 -2.115
N 0.523 -1.093 -1.151
C 0.181 -0.639 0.089
C -0.356 0.640 -0.087
C -0.562 1.635 1.008
C 0.382 -1.468 1.298
H -0.440 1.857 -2.016
H 0.036 -0.545 -3.127
H 1.140 -1.888 -1.356
H -1.367 1.324 1.684
H 0.293 1.944 1.609
H -0.932 2.573 0.567
H -0.591 -1.601 1.788
H 0.929 -1.034 2.138
H 0.805 -2.458 1.136
*
```

Calculated total energy ... -7856.1365 eV
Max |F| ... 1.94 eV/Å
Energy above the lowest of the compared OMol25 structures with the same formula, charge and spin ... 8.3 kcal/mol
Orbital gap (alpha / beta) ... 2.73 / 8.01 eV

***

Record 8
The following is a quantum chemistry calculation of C46H59N9O5PSeZr as an isolated structure in a non-equilibrium geometry, from the Open Molecules 2025 dataset.

The geometry in ORCA input format:
```
! RIJCOSX wB97M-V def2-TZVPD def2/J DEFGRID3
* xyz -1 1
Zr 0.774 -0.272 -0.377
O -0.424 -6.976 -3.875
C 0.700 -6.653 -3.454
O 1.792 -7.245 -3.472
C 0.743 -5.257 -2.776
C 1.909 -4.735 -2.234
C 1.881 -3.485 -1.639
N 0.786 -2.731 -1.558
C -0.340 -3.242 -2.053
C -0.406 -4.480 -2.668
C -1.566 -2.413 -1.823
C -2.845 -2.795 -2.231
C -3.901 -1.944 -1.989
C -3.674 -0.731 -1.349
C -2.382 -0.417 -0.989
N -1.356 -1.242 -1.221
C 3.087 -2.837 -1.010
C 4.353 -3.372 -0.906
C 5.334 -2.626 -0.238
C 5.058 -1.379 0.261
C 3.746 -0.909 0.116
N 2.787 -1.638 -0.497
H 2.820 -5.316 -2.284
H -1.326 -4.888 -3.060
H -3.008 -3.738 -2.730
H -4.900 -2.225 -2.297
H -4.482 -0.043 -1.137
H -2.136 0.491 -0.473
H 4.577 -4.347 -1.312
H 6.330 -3.041 -0.137
H 5.799 -0.781 0.772
H 3.406 0.038 0.521
O 1.817 -0.006 1.804
H 1.955 -0.674 2.482
H 2.163 0.836 2.124
O 0.723 1.510 -0.234
C 7.931 3.538 -4.901
C 6.822 2.905 -4.100
C 5.635 3.580 -3.847
C 4.607 3.005 -3.108
C 3.344 3.782 -2.868
C 4.767 1.706 -2.592
Se 3.350 0.943 -1.549
C 5.953 1.006 -2.850
C 6.188 -0.405 -2.373
C 6.956 1.621 -3.594
H 7.659 4.544 -5.222
H 8.155 2.949 -5.793
H 8.849 3.609 -4.313
H 5.504 4.585 -4.238
H 3.404 4.766 -3.341
H 3.167 3.912 -1.799
H 2.479 3.252 -3.272
H 5.357 -0.809 -1.813
H 7.074 -0.451 -1.733
H 6.364 -1.060 -3.231
H 7.873 1.069 -3.788
N -3.128 4.453 -5.076
C -2.981 3.111 -5.217
O -3.485 2.504 -6.140
C -2.159 2.406 -4.167
C -1.979 1.038 -4.293
C -1.234 0.368 -3.334
N -0.685 0.980 -2.301
C -0.821 2.295 -2.172
C -1.555 3.033 -3.091
H -3.670 4.941 -5.766
H -2.720 4.973 -4.324
H -2.413 0.510 -5.131
H -1.085 -0.695 -3.459
H -0.326 2.770 -1.336
H -1.627 4.102 -2.927
N -0.657 -0.133 1.447
P -1.445 -0.147 2.732
N -2.650 1.083 2.875
C -2.239 2.426 2.465
C -2.865 2.869 1.157
C -4.397 2.923 1.275
C -4.890 2.027 2.421
C -4.048 0.766 2.582
N -0.467 0.049 4.131
C -0.792 -0.423 5.463
C -1.446 0.643 6.338
C -0.512 1.846 6.473
C -0.066 2.326 5.091
C 0.442 1.177 4.215
N -2.286 -1.597 2.974
C -3.219 -1.909 4.049
C -4.505 -2.535 3.520
C -4.217 -3.850 2.773
C -2.750 -3.939 2.338
C -2.182 -2.596 1.904
H -1.155 2.467 2.368
H -2.517 3.149 3.246
H -2.568 2.178 0.378
H -2.460 3.843 0.871
H -4.854 2.603 0.334
H -4.730 3.950 1.443
H -5.928 1.734 2.247
H -4.876 2.587 3.360
H -4.136 0.158 1.666
H -4.475 0.178 3.393
H 0.143 -0.745 5.949
H -1.407 -1.314 5.414
H -1.672 0.224 7.323
H -2.394 0.954 5.888
H 0.364 1.561 7.067
H -1.010 2.657 7.010
H 0.724 3.077 5.185
H -0.909 2.816 4.603
H 1.396 0.821 4.639
H 0.658 1.552 3.213
H -3.450 -1.001 4.608
H -2.769 -2.605 4.772
H -5.003 -1.831 2.851
H -5.191 -2.709 4.353
H -4.863 -3.925 1.895
H -4.465 -4.704 3.407
H -2.650 -4.639 1.506
H -2.146 -4.340 3.156
H -2.699 -2.254 1.001
H -1.134 -2.720 1.630
*
```

Calculated total energy ... -148228.6110 eV
Max |F| ... 3.84 eV/Å
Energy above the lowest of the compared OMol25 structures with the same formula, charge and spin ... 32.9 kcal/mol
Orbital gap ... 5.82 eV

***

Record 9
The following is a quantum chemistry calculation of a 2-piece molecular cluster, C4H6BrNO4 overall in a non-equilibrium geometry, from the Open Molecules 2025 dataset.

The geometry in ORCA input format:
```
! RIJCOSX wB97M-V def2-TZVPD def2/J DEFGRID3
* xyz 0 1
O 1.780 -1.379 0.104
C 0.694 -1.010 -0.169
O 0.527 0.023 -1.014
C -0.804 0.547 -1.130
C -1.506 0.559 0.204
C -1.673 -0.924 0.543
O -0.356 -1.524 0.425
H -1.287 -0.053 -1.809
H -0.710 1.542 -1.633
H -0.748 0.880 0.980
H -2.449 1.074 0.256
H -2.056 -1.119 1.434
H -2.216 -1.478 -0.217
O 3.169 1.044 1.804
N 3.495 1.582 0.825
Br 4.140 0.235 -0.604
*
```

Calculated total energy ... -83964.5358 eV
Max |F| ... 5.69 eV/Å
Energy above the lowest of the compared OMol25 structures with the same formula, charge and spin ... 48.2 kcal/mol
Orbital gap ... 8.81 eV

***

Record 10
The following is a quantum chemistry calculation of a 4-piece molecular cluster, C21H50N4O8 overall in a non-equilibrium geometry, from the Open Molecules 2025 dataset.

The geometry in ORCA input format:
```
! RIJCOSX wB97M-V def2-TZVPD def2/J DEFGRID3
* xyz 0 1
C -2.068 0.469 2.725
C -2.973 0.388 1.510
O -2.237 0.255 0.209
C -1.848 1.617 -0.194
N -0.841 2.508 0.512
O -2.438 2.131 -1.295
H -2.159 1.447 3.381
H -1.289 -0.380 2.932
H -4.149 0.459 1.580
H 0.030 1.994 0.779
H -1.270 2.997 1.346
C 3.729 4.987 2.990
O 4.305 3.774 2.521
C 5.414 3.330 3.310
C 5.040 2.080 4.125
N 4.092 2.403 5.199
C 3.470 1.229 5.818
C 2.620 0.310 4.916
O 1.408 0.906 4.448
C 1.563 1.737 3.306
H 3.040 5.356 2.223
H 3.158 4.822 3.905
H 4.495 5.751 3.156
H 5.814 4.125 3.952
H 6.207 3.054 2.604
H 5.946 1.647 4.563
H 4.615 1.350 3.428
H 3.353 2.987 4.821
H 2.824 1.606 6.620
H 4.251 0.630 6.300
H 2.308 -0.542 5.533
H 3.190 -0.120 4.087
H 2.349 1.382 2.633
H 1.752 2.765 3.616
H 0.618 1.737 2.757
C 4.584 -1.747 -1.417
O 4.520 -0.827 -2.501
C 3.848 -1.349 -3.652
C 2.481 -0.669 -3.843
N 1.530 -1.075 -2.800
C 0.319 -0.250 -2.746
C 0.489 1.253 -2.445
O 0.939 1.539 -1.119
C 2.344 1.433 -0.938
H 5.283 -1.350 -0.674
H 3.609 -1.856 -0.939
H 4.954 -2.722 -1.748
H 3.753 -2.442 -3.618
H 4.476 -1.104 -4.516
H 2.076 -0.938 -4.824
H 2.649 0.412 -3.826
H 1.988 -1.020 -1.896
H -0.315 -0.681 -1.961
H -0.228 -0.365 -3.689
H -0.505 1.709 -2.522
H 1.107 1.769 -3.187
H 2.905 1.723 -1.831
H 2.604 0.421 -0.628
H 2.631 2.102 -0.122
C -4.934 -0.115 -3.248
O -4.358 -1.329 -3.716
C -3.249 -1.773 -2.928
C -3.623 -3.023 -2.113
N -4.572 -2.699 -1.039
C -5.193 -3.874 -0.420
C -6.044 -4.793 -1.321
O -7.255 -4.196 -1.789
C -7.100 -3.366 -2.932
H -5.623 0.253 -4.014
H -5.506 -0.281 -2.333
H -4.168 0.648 -3.082
H -2.850 -0.978 -2.286
H -2.457 -2.049 -3.634
H -2.717 -3.455 -1.674
H -4.048 -3.752 -2.810
H -5.311 -2.115 -1.416
H -5.840 -3.497 0.382
H -4.412 -4.473 0.063
H -6.356 -5.645 -0.705
H -5.474 -5.222 -2.151
H -6.314 -3.721 -3.604
H -6.911 -2.338 -2.622
H -8.046 -3.366 -3.481
*
```

Calculated total energy ... -44918.1853 eV
Max |F| ... 8.79 eV/Å
Orbital gap ... 7.91 eV